ORCA calculation (ωB97M-V/def2-TZVPD) on C3H4N2O in the gas phase.

Highest occupied orbital energy ... -8.50 eV
Lowest unoccupied orbital energy ... 0.18 eV
Charge ... 0
Energy relative to the best compared isomer or geometry (same formula, charge and spin) ... 133.0 kcal per mole

Geometry as XYZ:
```
10
Properties=species:S:1:pos:R:3:nbo_charge:R:1
O 2.50 0.14 -0.72 -0.49
C 0.89 -0.22 -0.77 0.55
N 1.70 -1.19 -0.91 -0.19
N -1.62 -1.07 0.28 -0.66
C -1.39 0.16 -0.02 0.12
C -0.13 0.62 -0.57 -0.58
H 2.76 0.12 0.22 0.49
H -2.56 -1.15 0.68 0.34
H -2.13 0.96 0.13 0.16
H -0.01 1.64 -0.90 0.26
```

***

ORCA calculation (ωB97M-V/def2-TZVPD) on a molecular structure, C3H4N2O at a distorted geometry.

Highest occupied orbital energy ... -10.33 eV
Lowest unoccupied orbital energy ... -0.14 eV
Charge ... 0
Energy relative to the best compared isomer or geometry (same formula, charge and spin) ... 77.4 kcal per mole

Geometry as XYZ:
```
10
Properties=species:S:1:pos:R:3:mulliken_charge:R:1
C -1.70 0.06 0.04 -1.00
C -0.26 -0.29 -0.13 0.76
N 0.63 0.72 0.35 -0.56
C 1.75 0.21 0.09 0.64
N 2.65 -0.52 -0.27 -0.45
O 0.15 -1.32 -0.62 -0.57
H -1.90 0.34 1.07 0.29
H -2.32 -0.79 -0.25 0.30
H -1.93 0.93 -0.59 0.27
H 2.92 0.64 0.29 0.32
```

***

ORCA calculation (ωB97M-V/def2-TZVPD) on C3H4N2O in the gas phase at a distorted geometry.

Highest occupied orbital energy ... -9.26 eV
SMILES ... Nc1ccon1
Lowest unoccupied orbital energy ... 1.06 eV
Charge ... 0
Energy relative to the best compared isomer or geometry (same formula, charge and spin) ... 63.3 kcal per mole

Geometry as XYZ:
```
10
Properties=species:S:1:pos:R:3:nbo_charge:R:1
N -1.86 -0.02 -0.32 -0.80
C -0.50 -0.17 -0.15 0.32
C 0.52 0.84 0.06 -0.47
C 1.61 0.08 0.32 0.20
O 1.38 -1.21 0.18 -0.28
N 0.02 -1.38 -0.10 -0.20
H -2.28 0.74 0.20 0.39
H -2.37 -0.89 -0.19 0.39
H 0.89 1.60 -0.60 0.25
H 2.60 0.42 0.60 0.21
```

***

ORCA calculation (ωB97M-V/def2-TZVPD) on C3H4N2O in the gas phase at a distorted geometry.

Highest occupied orbital energy ... -9.04 eV
SMILES ... NNc1cc1=O
Lowest unoccupied orbital energy ... 0.67 eV
Charge ... 0
Energy relative to the best compared isomer or geometry (same formula, charge and spin) ... 120.5 kcal per mole

Geometry as XYZ:
```
10
Properties=species:S:1:pos:R:3:nbo_charge:R:1
N -1.88 -0.92 0.06 -0.63
N -1.16 0.21 0.38 -0.42
C 0.50 0.36 0.20 0.11
C 1.42 1.29 -0.07 -0.27
C 1.87 -0.04 0.13 0.50
O 2.58 -1.04 0.12 -0.58
H -1.91 -1.66 0.76 0.36
H -1.60 -1.39 -0.79 0.34
H -1.34 1.00 -0.20 0.36
H 1.54 2.17 -0.57 0.22
```

***

ORCA calculation (ωB97M-V/def2-TZVPD) on a molecular structure, C3H4N2O at a distorted geometry.

Highest occupied orbital energy ... -8.53 eV
Lowest unoccupied orbital energy ... 0.87 eV
Charge ... 0
Energy relative to the best compared isomer or geometry (same formula, charge and spin) ... 174.9 kcal per mole

Geometry as XYZ:
```
10
Properties=species:S:1:pos:R:3:nbo_charge:R:1
C 0.29 0.07 0.01 0.14
N 0.83 0.42 1.25 -0.83
C -0.78 0.21 -1.03 0.08
C -0.86 -0.88 0.00 -0.19
O 0.10 -0.34 -1.99 -0.37
N 0.50 -1.09 -0.79 -0.06
H 1.81 0.16 1.30 0.39
H 0.79 1.42 1.43 0.38
H -1.41 1.07 -1.15 0.20
H -1.25 -1.03 0.99 0.25
```

***

ORCA calculation (ωB97M-V/def2-TZVPD) on 2 unconnected molecules or ions with the total composition C3H4N2O at a distorted geometry.

Highest occupied orbital energy (alpha / beta) ... -9.90 / -9.90 eV
Lowest unoccupied orbital energy (alpha / beta) ... -0.92 / -0.92 eV
Charge ... 0
Energy relative to the best compared isomer or geometry (same formula, charge and spin) ... 130.1 kcal per mole

Geometry as XYZ:
```
10
Properties=species:S:1:pos:R:3:nbo_charge:R:1
C -2.76 2.13 1.30 -0.07
C -0.75 1.21 0.17 0.36
C -0.10 -0.06 0.55 0.14
N -3.64 2.61 1.87 -0.53
N 0.54 -0.90 -0.32 -0.80
O 0.34 1.41 0.84 -0.40
H -1.30 1.72 -0.63 0.26
H -0.69 -0.49 1.30 0.23
H 0.64 -0.56 -1.30 0.39
H 1.40 -1.35 -0.01 0.41
```

***

ORCA calculation (ωB97M-V/def2-TZVPD) on C3H4N2O in the gas phase.

Highest occupied orbital energy ... -9.14 eV
SMILES ... OC1=CN=NC1
Lowest unoccupied orbital energy ... 0.41 eV
Charge ... 0
Energy relative to the best compared isomer or geometry (same formula, charge and spin) ... 60.1 kcal per mole

Geometry as XYZ:
```
10
Properties=species:S:1:pos:R:3:nbo_charge:R:1
O 1.88 -0.15 -0.28 -0.64
C 0.56 0.07 -0.16 0.31
C -0.01 1.28 -0.33 -0.20
N -1.34 1.26 0.14 -0.14
N -1.65 0.13 0.59 -0.15
C -0.56 -0.82 0.28 -0.39
H 2.14 -1.05 -0.05 0.49
H 0.44 2.20 -0.69 0.22
H -0.34 -1.58 1.04 0.23
H -1.10 -1.34 -0.53 0.27
```

***

ORCA calculation (ωB97M-V/def2-TZVPD) on C3H4N2O in the gas phase.

Highest occupied orbital energy ... -9.17 eV
SMILES ... [H]/N=N/C=C=CO
Lowest unoccupied orbital energy ... 0.09 eV
Charge ... 0
Energy relative to the best compared isomer or geometry (same formula, charge and spin) ... 93.2 kcal per mole

Geometry as XYZ:
```
10
Properties=species:S:1:pos:R:3:nbo_charge:R:1
H -0.06 -2.69 -0.76 0.32
N -0.05 -1.67 -0.68 -0.33
N 1.15 -1.34 -0.60 -0.14
C 1.34 0.07 -0.37 -0.14
C 0.43 0.77 0.25 -0.08
C -0.70 0.92 0.92 0.13
O -1.88 1.38 0.44 -0.65
H 2.33 0.43 -0.67 0.21
H -0.74 0.73 1.99 0.20
H -1.82 1.40 -0.53 0.49
```

***

ORCA calculation (ωB97M-V/def2-TZVPD) on C3H4N2O in the gas phase at a distorted geometry.

Highest occupied orbital energy ... -9.01 eV
SMILES ... On1ccnc1
Lowest unoccupied orbital energy ... 0.44 eV
Charge ... 0
Energy relative to the best compared isomer or geometry (same formula, charge and spin) ... 113.8 kcal per mole

Geometry as XYZ:
```
10
Properties=species:S:1:pos:R:3:nbo_charge:R:1
O 0.95 1.19 1.33 -0.54
N 0.34 0.41 0.17 -0.07
C 0.90 -0.71 -0.31 -0.13
C -0.24 -1.19 -1.05 -0.12
N -1.42 -0.44 -0.61 -0.42
C -0.99 0.57 0.06 0.12
H 2.04 1.07 1.09 0.47
H 1.92 -1.28 0.07 0.26
H -0.31 -2.22 -1.44 0.22
H -1.72 1.07 0.54 0.22
```

***

ORCA calculation (ωB97M-V/def2-TZVPD) on C3H4N2O in the gas phase.

Highest occupied orbital energy (alpha / beta) ... -8.80 / -8.80 eV
SMILES ... C=C=C(N)N=O
Lowest unoccupied orbital energy (alpha / beta) ... -0.41 / -0.41 eV
Charge ... 0
Energy relative to the best compared isomer or geometry (same formula, charge and spin) ... 107.4 kcal per mole

Geometry as XYZ:
```
10
Properties=species:S:1:pos:R:3:nbo_charge:R:1
C -0.70 -1.81 -0.34 -0.41
C 0.00 -0.72 -0.16 0.04
C 0.27 0.55 0.03 0.10
N 1.47 1.25 0.12 -0.81
N -0.87 1.47 0.13 0.13
O -1.95 0.98 -0.03 -0.27
H -1.06 -2.40 0.50 0.22
H -0.96 -2.14 -1.34 0.22
H 2.25 0.74 0.51 0.38
H 1.34 2.13 0.60 0.39
```

***

ORCA calculation (ωB97M-V/def2-TZVPD) on C3H4N2O in the gas phase at a distorted geometry.

Highest occupied orbital energy ... -8.50 eV
SMILES ... Oc1cnc[nH]1
Lowest unoccupied orbital energy ... 0.31 eV
Charge ... 0
Energy relative to the best compared isomer or geometry (same formula, charge and spin) ... 68.3 kcal per mole

Geometry as XYZ:
```
10
Properties=species:S:1:pos:R:3:nbo_charge:R:1
O 0.64 1.57 -0.81 -0.68
C -0.19 0.44 -0.85 0.28
C 0.33 -0.84 -0.99 -0.05
N 0.26 -1.48 0.20 -0.46
C -0.36 -0.64 1.03 0.16
N -0.85 0.42 0.37 -0.54
H 1.03 1.31 0.07 0.46
H 0.81 -1.28 -1.86 0.21
H -0.48 -0.79 2.09 0.20
H -1.19 1.30 0.75 0.42
```

***

ORCA calculation (ωB97M-V/def2-TZVPD) on C3H4N2O in the gas phase.

Highest occupied orbital energy ... -9.65 eV
SMILES ... O=CNC1=NC1
Lowest unoccupied orbital energy ... 0.61 eV
Charge ... 0
Energy relative to the best compared isomer or geometry (same formula, charge and spin) ... 61.0 kcal per mole

Geometry as XYZ:
```
10
Properties=species:S:1:pos:R:3:nbo_charge:R:1
O 0.87 0.53 1.38 -0.54
C 1.30 -0.32 0.64 0.54
N 0.63 -0.77 -0.49 -0.63
C -0.62 -0.24 -0.62 0.33
N -1.71 -0.18 -1.23 -0.35
C -1.31 0.79 0.02 -0.28
H 2.27 -0.81 0.81 0.13
H 1.01 -1.48 -1.10 0.42
H -0.99 1.82 -0.15 0.19
H -1.80 0.62 0.98 0.20
```

***

ORCA calculation (ωB97M-V/def2-TZVPD) on C3H4N2O in the gas phase.

Highest occupied orbital energy ... -8.89 eV
Lowest unoccupied orbital energy ... -0.70 eV
Charge ... 0
Energy relative to the best compared isomer or geometry (same formula, charge and spin) ... 104.3 kcal per mole

Geometry as XYZ:
```
10
Properties=species:S:1:pos:R:3:nbo_charge:R:1
O -1.90 0.54 0.23 -0.69
C -0.57 0.19 0.41 0.07
C 0.54 1.13 0.18 -0.12
C 1.49 0.25 -0.37 -0.24
N 1.04 -1.00 -0.64 -0.06
N -0.20 -1.05 -0.30 -0.31
H -1.89 1.47 -0.04 0.50
H -0.36 -0.07 1.48 0.24
H 2.52 0.47 -0.64 0.21
H -0.68 -1.94 -0.31 0.41
```

***

ORCA calculation (ωB97M-V/def2-TZVPD) on C3H4N2O in the gas phase at a distorted geometry.

Highest occupied orbital energy ... -9.36 eV
SMILES ... [H]/N=C1\O[C@H]1/C=N/[H]
Lowest unoccupied orbital energy ... 0.53 eV
Charge ... 0
Energy relative to the best compared isomer or geometry (same formula, charge and spin) ... 85.6 kcal per mole

Geometry as XYZ:
```
10
Properties=species:S:1:pos:R:3:nbo_charge:R:1
H 2.52 -1.64 -0.14 0.37
N 1.75 -1.17 -0.60 -0.70
C 0.83 -0.79 0.12 0.67
O 0.30 -0.68 1.30 -0.43
C -0.76 -0.52 0.29 -0.11
C -1.00 0.84 -0.14 0.08
N 0.02 1.60 -0.19 -0.62
H -0.16 2.58 -0.41 0.35
H -1.53 -1.28 0.33 0.21
H -1.98 1.06 -0.57 0.17
```

***

ORCA calculation (ωB97M-V/def2-TZVPD) on 2 unconnected molecules or ions with the total composition C3H4N2O at a distorted geometry.

Highest occupied orbital energy ... -9.20 eV
SMILES ... C=C=O.N#CN
Lowest unoccupied orbital energy ... 0.41 eV
Charge ... 0
Energy relative to the best compared isomer or geometry (same formula, charge and spin) ... 49.0 kcal per mole

Geometry as XYZ:
```
10
Properties=species:S:1:pos:R:3:nbo_charge:R:1
C -1.62 0.34 -0.13 -0.79
C -0.82 1.33 0.21 0.73
O -0.14 2.22 0.53 -0.48
H -2.46 0.12 0.51 0.27
H -1.38 -0.31 -0.96 0.26
N 0.40 -2.18 0.87 -0.37
C 0.90 -1.28 0.33 0.41
N 1.41 -0.20 -0.28 -0.86
H 2.16 0.26 0.20 0.42
H 1.54 -0.28 -1.28 0.41
```

***

ORCA calculation (ωB97M-V/def2-TZVPD) on a molecular structure, C3H4N2O.

Highest occupied orbital energy ... -8.29 eV
Lowest unoccupied orbital energy ... -0.11 eV
Charge ... 0
Energy relative to the best compared isomer or geometry (same formula, charge and spin) ... 151.9 kcal per mole

Geometry as XYZ:
```
10
Properties=species:S:1:pos:R:3:nbo_charge:R:1
N -1.28 1.01 -1.18 -0.77
C -0.41 0.11 -0.72 0.09
C -0.16 -0.61 0.33 -0.06
C 0.81 -0.96 1.21 -0.30
N 1.96 -0.16 1.26 0.10
O 1.98 0.82 0.53 -0.38
H -1.15 1.39 -2.10 0.40
H -1.78 1.59 -0.53 0.40
H -0.57 -1.19 -0.78 0.30
H 0.80 -1.82 1.86 0.22
```

***

ORCA calculation (ωB97M-V/def2-TZVPD) on a molecular structure, C3H4N2O at a distorted geometry.

Highest occupied orbital energy ... -8.55 eV
Lowest unoccupied orbital energy ... 0.67 eV
Charge ... 0
Energy relative to the best compared isomer or geometry (same formula, charge and spin) ... 97.1 kcal per mole

Geometry as XYZ:
```
10
Properties=species:S:1:pos:R:3:nbo_charge:R:1
N 1.92 0.37 -0.32 -0.73
C 1.44 -0.61 0.33 0.41
O 0.13 -0.90 0.36 -0.47
C -0.68 -0.11 -0.43 -0.18
C -1.91 0.04 -0.01 0.32
N -3.03 0.37 0.39 -0.53
H 2.93 0.39 -0.22 0.36
H 1.96 -1.36 0.92 0.16
H -0.25 0.48 -1.22 0.25
H -2.50 1.32 0.19 0.41
```

***

ORCA calculation (ωB97M-V/def2-TZVPD) on a molecular structure, C3H4N2O at a distorted geometry.

Highest occupied orbital energy ... -8.66 eV
Lowest unoccupied orbital energy ... 0.58 eV
Charge ... 0
Energy relative to the best compared isomer or geometry (same formula, charge and spin) ... 74.0 kcal per mole

Geometry as XYZ:
```
10
Properties=species:S:1:pos:R:3:nbo_charge:R:1
O -1.04 -1.78 -1.03 -0.38
C -0.21 -0.98 -0.98 0.88
C 0.93 -0.13 -0.85 -0.39
N 0.85 -0.41 0.57 -0.58
C -0.16 0.32 1.13 0.24
N -1.01 0.98 0.43 -0.82
H 1.81 -0.58 -1.31 0.26
H 0.73 0.90 -1.19 0.26
H -0.18 0.25 2.22 0.17
H -1.72 1.42 1.01 0.35
```

***

ORCA calculation (ωB97M-V/def2-TZVPD) on C3H4N2O in the gas phase.

Highest occupied orbital energy ... -8.65 eV
Lowest unoccupied orbital energy ... 0.35 eV
Charge ... 0
Energy relative to the best compared isomer or geometry (same formula, charge and spin) ... 94.9 kcal per mole

Geometry as XYZ:
```
10
Properties=species:S:1:pos:R:3:nbo_charge:R:1
O -0.22 1.38 1.52 -0.66
C -0.02 0.60 0.45 0.62
N 0.49 0.90 -0.67 -0.47
C 0.39 -0.28 -1.46 -0.25
C -0.27 -1.37 -0.98 -0.19
N -0.43 -0.77 0.53 -0.69
H 0.09 2.27 1.27 0.51
H 0.83 -0.26 -2.45 0.22
H 0.35 -1.44 0.64 0.47
H -1.21 -1.03 1.13 0.44
```

***

ORCA calculation (ωB97M-V/def2-TZVPD) on C3H4N2O in the gas phase at a distorted geometry.

Highest occupied orbital energy ... -11.03 eV
SMILES ... Cc1cnon1
Lowest unoccupied orbital energy ... 0.85 eV
Charge ... 0
Energy relative to the best compared isomer or geometry (same formula, charge and spin) ... 67.3 kcal per mole

Geometry as XYZ:
```
10
Properties=species:S:1:pos:R:3:nbo_charge:R:1
C -1.42 -0.18 0.11 -0.65
C 0.09 -0.29 0.24 0.12
C 0.91 0.64 -0.51 -0.10
N 2.16 0.40 -0.28 -0.05
O 2.20 -0.63 0.58 -0.16
N 0.87 -1.07 0.92 -0.10
H -1.69 0.85 0.39 0.23
H -2.06 -0.86 0.68 0.24
H -1.66 -0.29 -0.95 0.23
H 0.61 1.43 -1.19 0.22
```

***

Number 1: E -8198.119 eV. Number 2: E -8200.527 eV. Number 3: E -8201.138 eV. Number 4: E -8198.658 eV. Number 5: E -8196.301 eV. Number 6: E -8198.243 eV. Number 7: E -8201.278 eV. Number 8: E -8199.842 eV. Number 9: E -8198.952 eV. Number 10: E -8199.226 eV. Number 11: E -8200.924 eV. Number 12: E -8201.240 eV. Number 13: E -8199.363 eV. Number 14: E -8200.174 eV. Number 15: E -8201.762 eV. Number 16: E -8197.299 eV. Number 17: E -8199.674 eV. Number 18: E -8200.678 eV. Number 19: E -8199.769 eV. Number 20: E -8200.969 eV.